Run P
A structure of composition C4H6N3. Source: the Open Molecules 2025 dataset; level of theory: wB97M-V/def2-TZVPD.

Results
LUMO energy in eV: -6.1
Orbital gap in eV: 9.213
Molar mass in g mol⁻¹: 96.11
Net charge: +1

Cartesian coordinates (Å):
N  1.213  0.822  2.306
C  0.755  -1.029  -1.309
H  0.008  1.855  3.666
H  -1.121  0.082  -1.074
C  -0.145  -0.113  -0.638
N  1.240  0.332  1.202
C  -0.015  1.457  2.664
H  1.760  -0.997  -0.894
H  0.349  -2.044  -1.182
C  -0.938  1.456  1.750
H  -1.901  1.700  1.375
N  0.130  0.447  0.481
H  0.748  -0.861  -2.385

Run Q
A cluster of 2 separate species, C4H6N3 in total. Source: the Open Molecules 2025 dataset; level of theory: wB97M-V/def2-TZVPD.

Results
LUMO energy in eV: -5.1
Orbital gap in eV: 9.813
Molar mass in g mol⁻¹: 96.11
Net charge: +1

Cartesian coordinates (Å):
C  -0.229  2.106  1.653
C  0.883  -2.116  -0.395
N  0.066  0.896  1.651
H  0.170  -2.114  -1.135
H  -0.756  2.589  2.547
H  0.838  -3.095  0.223
N  0.647  -1.001  0.395
N  -0.709  0.848  -0.854
H  1.737  -2.096  -0.983
H  -1.798  0.517  -2.697
H  0.063  2.659  0.699
C  0.361  0.128  0.700
C  -1.274  0.680  -1.803

Run R
The ion C4H6N3 with charge +1. Source: the Open Molecules 2025 dataset; level of theory: wB97M-V/def2-TZVPD.

Results
LUMO energy in eV: -4.6
Orbital gap in eV: 11.137
Molar mass in g mol⁻¹: 96.11
Net charge: +1

Cartesian coordinates (Å):
H  -1.095  -2.122  0.289
N  -3.688  -0.307  0.202
H  -1.032  0.003  -1.510
C  -0.191  1.103  0.118
N  -0.518  -1.293  0.038
H  1.692  0.676  1.162
C  0.724  -1.013  0.494
C  -1.082  0.005  -0.482
C  -2.647  0.072  0.031
H  -0.567  1.601  0.963
H  0.164  1.843  -0.581
H  1.452  -1.752  0.849
N  1.001  0.294  0.505

Run S
A cluster of 2 separate species, C4H6N3 in total. Source: the Open Molecules 2025 dataset; level of theory: wB97M-V/def2-TZVPD.

Results
LUMO energy in eV: -6.0
Orbital gap in eV: 7.435
Molar mass in g mol⁻¹: 96.11
Net charge: +1

Cartesian coordinates (Å):
H  1.154  -2.083  -0.945
C  0.005  -0.186  -1.176
C  0.260  -1.569  -0.578
H  -0.374  2.840  2.105
H  -0.564  -2.268  -0.766
H  0.577  -1.980  1.633
H  0.810  0.172  -1.829
N  -0.684  3.119  1.173
N  0.167  0.001  1.147
N  -0.741  2.655  0.140
C  0.362  -1.261  0.856
C  -0.066  0.653  0.015
H  -0.907  -0.091  -1.775

List of relative energies, unit kcal/mol: run P 71.2; run Q 57.3; run R 0.0; run S 83.0

Run P
The ion C4H6N3 with charge +1. Source: the Open Molecules 2025 dataset; level of theory: wB97M-V/def2-TZVPD.

Results
LUMO energy in eV: -5.6
Orbital gap in eV: 8.132
Molar mass in g mol⁻¹: 96.11
Net charge: +1

Cartesian coordinates (Å):
H  1.856  -0.778  1.512
N  1.064  -0.841  0.773
H  0.924  -2.889  -0.171
H  1.061  1.906  1.787
H  -1.798  1.559  -1.196
C  0.740  -1.805  -0.144
H  -1.841  -0.083  -2.061
N  -0.232  -1.551  -0.924
C  0.342  1.485  1.085
N  -0.513  0.017  -0.592
H  -0.512  2.119  0.770
C  0.340  0.301  0.468
C  -1.429  0.560  -1.307

Run Q
The ion C4H6N3 with charge +1. Source: the Open Molecules 2025 dataset; level of theory: wB97M-V/def2-TZVPD.

Results
LUMO energy in eV: -5.0
Orbital gap in eV: 9.975
Molar mass in g mol⁻¹: 96.11
Net charge: +1

Cartesian coordinates (Å):
N  1.547  0.208  -0.037
C  -0.847  0.313  0.813
C  -0.830  -0.295  -0.513
C  0.815  -0.697  -1.363
H  1.574  -0.957  -2.085
H  -0.041  1.256  -1.668
H  0.093  -2.366  -0.165
N  -0.220  0.258  -1.555
H  -1.167  -0.195  1.600
N  -0.103  -1.452  -0.573
C  0.740  0.504  0.842
H  0.893  1.079  1.778
H  -1.317  1.433  0.856

List of relative energies, unit kcal/mol: run P 0.0; run Q 36.4

Run P
The molecule C2H5N3. Source: the Open Molecules 2025 dataset; level of theory: wB97M-V/def2-TZVPD.

Results
LUMO energy in eV: 0.6
Orbital gap in eV: 10.014
Molar mass in g mol⁻¹: 71.08

Cartesian coordinates (Å):
H  -0.204  -0.870  -1.447
H  -0.321  0.813  -1.133
C  1.090  -0.177  0.345
H  -3.010  0.352  0.704
H  2.947  0.376  0.560
C  -0.161  -0.114  -0.569
N  -2.223  0.470  0.056
N  -1.301  -0.345  0.267
H  1.064  -0.990  1.203
N  2.118  0.486  0.015

Run Q
The molecule C2H5N3. Source: the Open Molecules 2025 dataset; level of theory: wB97M-V/def2-TZVPD.

Results
LUMO energy in eV: 0.8
Orbital gap in eV: 10.562
Molar mass in g mol⁻¹: 71.08

Cartesian coordinates (Å):
C  -1.600  -0.777  -1.140
H  2.015  0.677  1.911
H  -1.155  -1.810  -0.984
N  2.026  0.200  1.037
C  1.103  0.004  0.217
N  -1.201  0.375  -0.640
H  -2.263  -0.705  -2.187
N  -0.357  0.227  0.575
H  1.173  -0.429  -0.705
H  -0.065  1.290  0.700

Run R
A cluster of 2 separate species, C2H5N3 in total. Source: the Open Molecules 2025 dataset; level of theory: wB97M-V/def2-TZVPD.

Results
LUMO energy in eV: 0.6
Orbital gap in eV: 9.437
Molar mass in g mol⁻¹: 71.08

Cartesian coordinates (Å):
H  3.088  0.396  0.472
H  2.189  0.961  -0.958
N  1.247  -0.365  0.130
H  -1.924  -1.131  0.906
C  -1.804  -0.476  0.172
C  2.193  0.477  -0.047
H  -1.454  -0.964  -0.675
N  0.285  -0.977  0.322
N  -2.025  0.741  0.267
H  -1.794  1.339  -0.590

List of relative energies, unit kcal/mol: run P 0.0; run Q 25.6; run R 36.8

Run P
A cluster of 3 separate species, C5H15N2O in total. Source: the Open Molecules 2025 dataset; level of theory: wB97M-V/def2-TZVPD.

Results
LUMO energy (spin up / spin down) in eV: 0.5 / -2.8
Multiplicity: 2
Orbital gap (spin up / spin down) in eV: 9.401 / 6.104
Molar mass in g mol⁻¹: 119.19

Cartesian coordinates (Å):
C  -0.517  -1.523  -0.464
C  -0.883  -0.519  0.661
N  0.046  -0.263  1.763
H  -1.268  -1.371  -1.257
O  -0.321  1.609  -1.180
H  -0.481  2.457  -1.658
H  -3.036  -0.323  0.501
H  0.831  -0.178  -2.748
C  0.879  -1.323  -0.950
H  1.574  -1.511  -0.124
H  -2.592  -1.760  1.439
C  1.375  -0.852  -2.095
H  1.715  3.253  0.982
H  0.846  -0.891  1.762
H  -1.020  0.449  0.064
C  -2.294  -0.735  1.197
H  -0.714  -2.546  -0.121
H  1.028  2.116  -0.059
N  1.752  2.304  0.643
H  2.692  2.169  0.297
H  2.418  -1.038  -2.333
H  -2.568  -0.148  2.077
H  0.539  0.622  1.606

Run Q
The molecule C5H15N2O. Source: the Open Molecules 2025 dataset; level of theory: wB97M-V/def2-TZVPD.

Results
LUMO energy (spin up / spin down) in eV: 0.6 / 0.5
Multiplicity: 2
Orbital gap (spin up / spin down) in eV: 3.639 / 9.270
Molar mass in g mol⁻¹: 119.19

Cartesian coordinates (Å):
H  -2.080  -1.050  -2.093
H  -0.496  1.631  0.212
C  -1.312  -0.329  -2.444
C  -0.070  -0.476  -0.191
C  -0.518  1.426  2.736
H  -0.195  2.427  2.618
H  -0.396  1.036  3.796
H  -1.674  0.692  -2.091
H  1.238  1.287  -0.079
H  0.333  -1.817  -1.948
H  1.516  1.130  2.178
H  0.603  -1.870  1.643
N  0.885  -1.706  0.633
N  0.572  0.761  1.881
H  1.789  -1.313  0.543
O  1.171  0.122  -1.994
H  -1.352  -0.307  -3.536
H  -1.100  -0.894  0.025
H  0.685  -2.561  0.162
H  -1.463  1.209  2.202
C  0.137  -0.694  -1.752
C  0.331  0.822  0.443
H  1.398  0.473  -2.943

List of relative energies, unit kcal/mol: run P 0.0; run Q 33.8

Run P
A cluster of 2 separate species, C2H8S3 in total. Source: the Open Molecules 2025 dataset; level of theory: wB97M-V/def2-TZVPD.

Results
LUMO energy in eV: 0.6
Orbital gap in eV: 9.641
Molar mass in g mol⁻¹: 128.29

Cartesian coordinates (Å):
H  -0.228  -0.247  1.503
H  3.432  -2.996  -0.118
C  3.202  -1.068  1.333
H  0.377  0.349  0.006
S  -1.609  1.448  0.459
H  -0.989  -0.928  -0.025
H  4.309  -0.945  1.249
C  -0.533  -0.039  0.480
S  -2.559  1.300  -1.357
H  -1.588  1.826  -2.102
H  2.734  -0.081  1.260
H  2.860  -1.503  2.270
S  2.486  -2.050  -0.034

Run Q
A cluster of 2 separate species, C2H8S3 in total. Source: the Open Molecules 2025 dataset; level of theory: wB97M-V/def2-TZVPD.

Results
LUMO energy in eV: 0.4
Orbital gap in eV: 8.855
Molar mass in g mol⁻¹: 128.29

Cartesian coordinates (Å):
C  -0.856  0.481  0.305
S  -1.970  0.631  -1.157
H  -4.597  0.765  -0.912
H  0.105  0.702  -0.144
H  1.314  -1.747  0.345
H  -1.143  1.216  1.051
H  1.694  -0.575  -1.016
H  2.750  -1.867  -0.642
S  -3.660  1.425  -0.229
C  2.061  -1.161  -0.179
H  -0.947  -0.569  0.559
S  3.104  -0.074  0.827
H  2.144  0.773  1.192

List of relative energies, unit kcal/mol: run P 0.0; run Q 5.4

Run P
A structure of composition C5H11ClN2. Source: the Open Molecules 2025 dataset; level of theory: wB97M-V/def2-TZVPD.

Results
LUMO energy in eV: 0.8
Orbital gap in eV: 9.903
Molar mass in g mol⁻¹: 134.61

Cartesian coordinates (Å):
C  0.145  -1.015  1.094
C  1.927  0.026  -0.403
C  -1.622  0.631  -1.284
Cl  3.140  0.305  1.089
H  -1.009  1.063  -2.121
C  0.486  0.115  0.204
H  -2.389  0.233  -1.968
C  -0.711  -0.488  -0.658
H  1.008  2.073  1.213
H  -0.620  -1.405  -1.342
N  -1.283  -0.907  0.636
H  0.669  -1.896  0.597
H  0.385  -1.066  2.256
H  2.156  0.812  -1.041
H  -1.866  -1.880  0.819
H  2.062  -1.016  -0.727
H  -1.933  1.486  -0.577
N  0.076  1.442  0.732
H  -0.622  1.488  1.479

Run Q
A cluster of 2 separate species, C5H11ClN2 in total. Source: the Open Molecules 2025 dataset; level of theory: wB97M-V/def2-TZVPD.

Results
LUMO energy in eV: -0.2
Orbital gap in eV: 8.522
Molar mass in g mol⁻¹: 134.61

Cartesian coordinates (Å):
H  -0.533  1.334  0.481
H  2.473  0.500  -0.086
C  -0.201  -0.562  0.532
N  -1.680  -1.390  -1.282
H  1.590  2.506  -2.484
H  -0.496  0.098  -1.830
H  -2.069  -1.959  0.724
Cl  0.508  -0.552  2.239
C  0.113  0.800  -0.202
C  1.602  1.317  -0.346
C  1.286  1.376  -1.990
H  -2.467  -0.103  0.353
H  1.829  0.637  -2.836
H  1.968  2.197  0.249
H  0.336  -1.356  0.190
C  -1.730  -1.023  0.187
H  -2.678  -0.947  -1.561
N  -0.175  1.086  -1.477
H  -2.019  -2.851  -1.047

List of relative energies, unit kcal/mol: run P 0.0; run Q 87.6

Run P
The ion CH4NO with charge -1. Source: the Open Molecules 2025 dataset; level of theory: wB97M-V/def2-TZVPD.

Results
LUMO energy in eV: 5.4
Orbital gap in eV: 7.765
Molar mass in g mol⁻¹: 46.05
Net charge: -1

Cartesian coordinates (Å):
H  -0.443  0.802  -1.161
H  1.049  -0.748  0.760
H  0.362  1.284  0.384
H  0.001  -1.390  -0.252
O  -1.391  0.205  0.557
C  -0.314  0.522  -0.090
N  0.736  -0.675  -0.199

Run Q
A cluster of 2 separate species, CH4NO in total. Source: the Open Molecules 2025 dataset; level of theory: wB97M-V/def2-TZVPD.

Results
LUMO energy in eV: 4.9
Orbital gap in eV: 7.561
Molar mass in g mol⁻¹: 46.05
Net charge: -1

Cartesian coordinates (Å):
O  2.101  -0.051  0.149
H  -1.192  1.448  -0.763
N  -1.633  -0.362  0.080
H  2.243  -0.889  0.611
C  -0.801  0.557  -0.234
H  0.294  0.401  -0.281
H  -1.013  -1.103  0.439

Run R
A cluster of 2 separate species, CH4NO in total. Source: the Open Molecules 2025 dataset; level of theory: wB97M-V/def2-TZVPD.

Results
LUMO energy in eV: 5.1
Orbital gap in eV: 6.792
Molar mass in g mol⁻¹: 46.05
Net charge: -1

Cartesian coordinates (Å):
H  0.103  1.909  -0.810
C  0.382  -0.798  1.159
H  -0.293  -0.082  1.629
N  0.342  -0.955  -0.143
H  1.060  -1.395  1.842
O  -0.661  1.331  -0.984
H  -0.271  0.388  -0.741

List of relative energies, unit kcal/mol: run P 0.0; run Q 15.2; run R 14.0

Run P
The molecule C4H8N2O3. Source: the Open Molecules 2025 dataset; level of theory: wB97M-V/def2-TZVPD.

Results
LUMO energy in eV: 0.6
Orbital gap in eV: 9.985
Molar mass in g mol⁻¹: 132.12

Cartesian coordinates (Å):
C  -0.875  -0.890  0.222
C  -0.142  -0.887  1.529
O  0.549  1.778  -0.047
H  1.919  -0.959  -1.570
H  0.622  -1.637  1.734
N  0.025  -0.811  -0.873
H  0.587  2.781  -0.196
H  -1.841  -1.689  2.214
H  1.619  -0.239  0.326
C  1.392  -0.328  -0.813
O  -2.087  -0.914  0.080
H  0.288  0.142  1.651
H  -0.422  -1.024  -1.743
O  1.153  1.948  -2.090
C  1.111  1.214  -1.181
N  -1.155  -1.048  2.600
H  -0.700  -1.520  3.407

Run Q
The molecule C4H8N2O3. Source: the Open Molecules 2025 dataset; level of theory: wB97M-V/def2-TZVPD.

Results
LUMO energy in eV: 0.3
Orbital gap in eV: 10.389
Molar mass in g mol⁻¹: 132.12

Cartesian coordinates (Å):
H  2.392  0.507  1.546
O  2.432  1.194  0.878
H  -0.027  -0.373  2.400
H  -0.145  0.853  -1.949
N  0.769  -0.643  1.804
C  1.140  1.152  0.186
N  -0.206  -0.359  -2.120
C  0.427  -0.074  0.506
C  -1.096  -0.107  0.218
H  0.694  -1.642  1.825
O  0.642  2.035  -0.593
O  -2.396  -1.230  -1.418
H  -1.456  1.012  0.417
H  -0.839  -0.155  -2.978
C  -1.402  -0.531  -1.212
H  -1.810  -0.841  0.671
H  0.880  -0.797  -0.181

Run R
The molecule C4H8N2O3. Source: the Open Molecules 2025 dataset; level of theory: wB97M-V/def2-TZVPD.

Results
LUMO energy (spin up / spin down) in eV: -0.4 / -0.4
Orbital gap (spin up / spin down) in eV: 7.752 / 7.752
Molar mass in g mol⁻¹: 132.12

Cartesian coordinates (Å):
H  -1.251  1.355  -0.596
C  -1.702  -0.861  0.480
C  0.776  0.766  1.199
H  0.444  2.622  1.922
N  0.184  1.753  1.478
H  2.343  -1.080  -1.202
O  -0.851  0.709  -1.194
N  2.022  -0.294  -0.648
H  -1.394  -1.743  1.038
O  1.067  -1.704  0.882
H  -0.422  -1.252  -1.227
O  1.921  0.935  -1.353
C  0.987  -0.621  0.275
C  -0.613  -0.477  -0.484
H  -1.892  -0.046  1.185
H  -2.624  -1.069  -0.068
H  1.007  1.006  -1.687

List of relative energies, unit kcal/mol: run P 0.0; run Q 20.8; run R 98.9